125
Properties=species:S:1:pos:R:3:forces:R:3:lowdin_charge:R:1 method="wB97M-V/def2-TZVPD" e_above_lowest_kcal_mol=1.9 spin_multiplicity=1 e_tot_ha=-3901.29799 homo_lumo_gap_ev=8.35
Pb 0.0930 -0.7208 0.0140 0.0540 0.0026 -0.4968 1.49
N -3.6752 -0.8152 1.0390 0.0131 0.0161 -0.0498 0.09
C -3.0106 -0.9791 2.2341 0.0645 0.0287 -0.0574 -0.71
N -1.7256 -0.8574 2.3275 0.0115 0.0084 0.0815 0.01
C -1.2754 -1.1343 3.5996 -0.0062 0.0514 -0.0273 -0.34
C -2.2436 -1.4804 4.4837 -0.0100 -0.0033 0.0226 -0.35
S -3.7875 -1.4484 3.7094 -0.0263 -0.0053 0.0442 1.04
C 0.1741 -1.0483 3.8412 0.0061 -0.0252 -0.0264 -0.34
C 0.7961 -1.1202 5.0408 0.0009 0.0015 0.0168 -0.36
S 2.5082 -1.0748 4.8200 0.0175 0.0360 0.0319 1.05
C 2.2650 -0.9406 3.1054 -0.0634 -0.0098 -0.0840 -0.69
N 1.0103 -0.9253 2.7458 -0.1243 0.0183 0.1340 0.02
N 3.2784 -0.8370 2.2080 -0.0195 0.0031 -0.1164 0.11
H -3.2117 -0.1683 0.3967 -0.0195 -0.0068 0.0039 0.05
H -4.6680 -0.6532 1.1024 -0.0112 0.0011 0.0068 0.09
H -2.1478 -1.7622 5.5185 -0.0006 -0.0016 -0.0013 0.07
H 0.3599 -1.1888 6.0228 0.0036 -0.0192 -0.0012 0.07
H 4.1933 -1.1228 2.5194 -0.0039 -0.0271 -0.0340 0.09
H 3.0019 -1.1902 1.2720 0.0542 -0.0733 0.0858 0.06
C 0.9961 -5.8052 -3.5835 -0.0112 -0.0155 -0.0161 0.02
C 1.8610 -4.5793 -3.8284 0.0178 0.0496 -0.0125 -0.57
C 2.7323 -4.7236 -5.0597 0.0164 -0.0071 -0.0082 0.02
O 2.6824 -4.3126 -2.7019 -0.0355 -0.0307 0.0287 -0.01
C 2.3431 -3.0570 -2.1191 0.0152 0.0290 -0.0050 -0.14
C 1.0203 -2.6587 -2.8051 0.0004 -0.0008 0.0647 -0.14
O 1.0345 -3.4457 -3.9891 -0.0181 0.0159 -0.0128 -0.02
C 0.8389 -1.1741 -3.2686 -0.0235 0.0383 -0.0134 -0.41
O 0.5263 -0.3308 -2.2032 0.0181 -0.0160 0.1057 -0.40
C 2.1304 -0.7288 -3.9611 0.0165 -0.0150 -0.0164 -0.15
C 3.0740 0.0088 -3.2554 0.0081 -0.0259 -0.0078 -0.04
C 4.2814 0.3710 -3.8372 -0.0045 0.0068 0.0068 -0.08
C 4.5635 -0.0031 -5.1433 -0.0030 -0.0091 -0.0071 -0.09
C 3.6284 -0.7398 -5.8572 0.0033 0.0111 0.0043 -0.08
C 2.4227 -1.0992 -5.2710 -0.0135 0.0120 -0.0188 -0.03
C -0.3575 -1.0607 -4.2325 -0.0198 -0.0472 0.0122 -0.15
C -1.4032 -1.9794 -4.2658 0.0361 -0.0232 -0.0315 -0.04
C -2.5493 -1.7249 -5.0095 0.0003 -0.0029 -0.0102 -0.08
C -2.6728 -0.5480 -5.7317 0.0028 -0.0013 0.0021 -0.09
C -1.6390 0.3776 -5.7013 -0.0033 -0.0047 -0.0004 -0.08
C -0.4978 0.1209 -4.9578 -0.0069 0.0125 0.0067 -0.03
C 2.3691 -3.1276 -0.5694 0.0607 -0.0233 0.0002 -0.40
O 2.0400 -1.8552 -0.1042 0.0003 0.1857 0.1850 -0.38
C 3.8148 -3.3810 -0.0772 -0.0448 0.0266 0.0393 -0.12
C 4.8682 -2.6268 -0.5975 -0.0053 0.0205 0.0163 -0.02
C 6.1432 -2.7072 -0.0601 -0.0045 0.0027 -0.0057 -0.08
C 6.3990 -3.5395 1.0222 -0.0080 -0.0125 0.0015 -0.10
C 5.3622 -4.2886 1.5543 0.0094 0.0082 -0.0043 -0.08
C 4.0858 -4.2083 1.0091 0.0038 -0.0263 -0.0073 -0.02
C 1.4431 -4.2137 0.0031 -0.0148 0.0332 0.0127 -0.14
C 1.5264 -5.5506 -0.3902 -0.0163 -0.0171 -0.0189 -0.04
C 0.6934 -6.5133 0.1606 -0.0114 0.0051 0.0110 -0.07
C -0.2263 -6.1756 1.1446 0.0052 -0.0062 0.0092 -0.09
C -0.2737 -4.8658 1.5964 0.0029 0.0078 -0.0053 -0.09
C 0.5606 -3.9042 1.0340 0.0191 0.0141 0.0153 -0.07
H 1.6153 -6.6731 -3.3525 0.0028 -0.0034 -0.0028 0.09
H 0.4106 -6.0186 -4.4783 0.0071 -0.0002 0.0006 0.09
H 0.3157 -5.6247 -2.7521 0.0010 0.0007 -0.0075 0.08
H 3.3757 -5.5978 -4.9582 -0.0044 -0.0020 -0.0026 0.09
H 3.3528 -3.8350 -5.1687 -0.0041 0.0047 -0.0017 0.08
H 2.1109 -4.8409 -5.9480 -0.0017 0.0018 0.0009 0.09
H 3.1051 -2.3342 -2.4011 -0.0012 0.0371 -0.0123 0.13
H 0.1599 -2.9171 -2.1675 -0.0036 -0.0334 -0.0432 0.14
H 2.8543 0.2664 -2.2284 -0.0116 0.0160 0.0199 0.09
H 5.0054 0.9427 -3.2686 0.0015 -0.0053 0.0015 0.10
H 5.5035 0.2767 -5.6018 -0.0007 0.0040 -0.0003 0.10
H 3.8372 -1.0347 -6.8782 -0.0014 -0.0018 0.0001 0.10
H 1.6958 -1.6695 -5.8346 0.0098 -0.0053 -0.0005 0.12
H -1.3385 -2.9029 -3.7075 0.0034 -0.0154 -0.0125 0.11
H -3.3484 -2.4563 -5.0233 -0.0005 -0.0016 -0.0004 0.10
H -3.5655 -0.3529 -6.3123 -0.0017 0.0015 0.0059 0.10
H -1.7229 1.3051 -6.2542 0.0003 0.0004 0.0005 0.10
H 0.2969 0.8570 -4.9254 0.0029 -0.0060 -0.0074 0.12
H 4.7000 -1.9440 -1.4201 -0.0251 -0.0019 -0.0170 0.11
H 6.9408 -2.1136 -0.4894 0.0028 0.0004 0.0015 0.10
H 7.3948 -3.6035 1.4418 0.0014 0.0008 -0.0011 0.10
H 5.5408 -4.9423 2.3992 -0.0003 -0.0001 -0.0012 0.10
H 3.2940 -4.7984 1.4507 0.0067 0.0043 0.0015 0.11
H 2.2583 -5.8380 -1.1289 -0.0052 0.0036 0.0305 0.11
H 0.7718 -7.5396 -0.1763 -0.0019 -0.0001 -0.0026 0.11
H -0.8734 -6.9298 1.5738 0.0007 -0.0014 0.0012 0.10
H -0.9403 -4.5870 2.4053 0.0012 0.0007 -0.0040 0.11
H 0.5683 -2.9109 1.4599 -0.0010 0.0324 -0.0028 0.05
O -1.9857 -2.8542 -0.6009 0.0282 -0.0350 -0.0010 -0.10
H -2.7029 -2.4444 -0.0933 0.0189 0.0252 0.0162 0.01
H -1.6575 -3.5836 -0.0581 -0.0176 -0.0237 -0.0180 0.02
O -2.2265 -0.1099 -1.8046 -0.1425 -0.0838 -0.0462 -0.15
H -1.3542 -0.0331 -2.2490 -0.0333 0.0160 0.1473 -0.01
H -2.5749 -0.9299 -2.1780 0.0254 0.0339 -0.0175 0.03
N 1.2779 2.2449 -1.0831 -0.0468 -0.0099 0.0214 -0.03
N 1.6142 1.4151 0.0343 0.1134 -0.1332 0.0327 -0.13
H 0.9707 1.6034 -1.8174 0.0096 -0.0037 -0.0102 0.03
H 2.1039 2.7278 -1.4211 0.0006 0.0003 -0.0080 0.07
H 1.6172 1.9751 0.8775 -0.0366 -0.0200 0.0248 0.08
H 2.5218 0.9590 -0.0513 0.0268 0.0892 -0.0196 0.06
C -4.9926 2.8339 1.9101 0.0064 -0.0320 0.0078 -0.12
C -4.6055 3.2925 0.5057 -0.0385 0.0064 -0.0529 -0.58
C -5.5339 2.6435 -0.5251 0.0205 0.0012 -0.0474 -0.13
P -2.8611 2.8210 0.0597 0.1538 0.0263 0.0946 1.09
C -1.7604 3.6309 1.3359 0.0110 0.0059 -0.0184 -0.56
C -2.0712 5.0761 1.7264 -0.0025 -0.0106 -0.0133 -0.11
C -1.5719 2.7301 2.5597 -0.0131 -0.0099 -0.0008 -0.13
C -2.4892 3.9248 -1.4130 -0.0260 -0.0584 -0.0667 -0.54
C -3.3117 5.2063 -1.5525 -0.0110 0.0057 -0.0053 -0.12
C -2.5390 3.1413 -2.7276 0.0117 -0.0004 -0.0090 -0.13
H -6.0689 2.9531 2.0602 0.0037 0.0068 0.0017 0.08
H -4.4850 3.3985 2.6907 0.0173 0.0323 -0.0056 0.06
H -4.7529 1.7769 2.0626 0.0108 -0.0030 -0.0138 0.06
H -4.7380 4.3745 0.4412 0.0356 0.0312 0.0589 0.09
H -5.4925 1.5533 -0.4517 0.0132 -0.0036 0.0062 0.07
H -5.2598 2.9040 -1.5485 -0.0318 0.0036 0.0291 0.05
H -6.5690 2.9547 -0.3638 0.0038 -0.0042 0.0188 0.08
H -0.8014 3.6296 0.8022 0.0041 -0.0020 0.0053 0.08
H -3.1121 5.2129 2.0255 -0.0221 -0.0313 0.0353 0.07
H -1.8693 5.7645 0.9061 -0.0225 -0.0080 -0.0093 0.06
H -1.4472 5.3832 2.5700 0.0083 0.0026 -0.0102 0.07
H -2.4964 2.5882 3.1220 0.0002 0.0101 0.0063 0.06
H -0.8408 3.1705 3.2435 0.0047 0.0001 -0.0069 0.08
H -1.2132 1.7416 2.2686 -0.0226 -0.0186 -0.0005 0.04
H -1.4414 4.1983 -1.2483 -0.0021 0.0021 0.0427 0.09
H -4.3198 4.9818 -1.9100 0.0038 0.0233 0.0323 0.07
H -2.8467 5.8614 -2.2934 -0.0179 -0.0135 -0.0237 0.08
H -3.4037 5.7706 -0.6259 0.0217 0.0002 0.0035 0.05
H -3.5542 2.8088 -2.9566 0.0191 -0.0185 -0.0023 0.07
H -1.9102 2.2549 -2.6986 0.0096 -0.0226 0.0207 0.04
H -2.2067 3.7763 -3.5540 -0.0047 0.0035 0.0040 0.08